# 1
Molecular formula: C23H38BN10PtS3
Method: DFT, the ωB97M-V functional and the def2-TZVPD basis

Positions of all 76 atoms, in Å:
Pt1 -0.283 -0.712 -0.009
C1 4.926 1.040 -0.754
C2 4.936 0.764 0.748
C3 5.053 -0.720 1.090
C4 6.103 1.513 1.383
N1 3.634 1.312 1.359
C5 3.610 2.263 2.308
C6 2.297 2.509 2.618
N2 1.494 1.701 1.872
B1 -0.055 1.948 2.116
N3 -0.927 2.588 0.910
C7 -1.850 3.480 1.307
C8 -2.441 4.061 0.198
N4 -1.860 3.549 -0.888
C9 -0.917 2.614 -0.477
S1 0.062 1.763 -1.502
C10 -2.226 3.945 -2.322
C11 -2.779 2.717 -3.043
C12 -0.987 4.528 -2.996
C13 -3.313 5.013 -2.252
N5 -0.880 0.900 2.943
C14 -1.707 1.406 3.934
C15 -2.284 0.376 4.578
N6 -1.809 -0.788 4.016
C16 -0.958 -0.450 3.033
S2 0.032 -1.517 2.085
C17 -2.263 -2.132 4.582
C18 -1.710 -3.312 3.799
C19 -1.771 -2.193 6.025
C20 -3.789 -2.146 4.504
C21 2.337 0.945 1.086
S3 1.991 -0.247 -0.054
H1 5.918 0.815 -1.144
H2 4.723 2.092 -0.958
H3 4.217 0.422 -1.300
H4 6.027 -1.069 0.748
H5 4.301 -1.332 0.599
H6 5.003 -0.879 2.168
H7 7.017 1.122 0.939
H8 6.174 1.343 2.459
H9 6.077 2.583 1.172
H10 4.493 2.717 2.716
H11 1.903 3.218 3.323
H12 -0.027 2.877 2.859
H13 -2.033 3.718 2.339
H14 -3.218 4.803 0.167
H15 -2.031 1.942 -3.184
H16 -3.122 3.030 -4.028
H17 -3.635 2.303 -2.506
H18 -0.212 3.785 -3.170
H19 -0.575 5.351 -2.411
H20 -1.285 4.927 -3.964
H21 -4.230 4.647 -1.787
H22 -3.561 5.291 -3.274
H23 -2.973 5.920 -1.750
H24 -1.785 2.457 4.140
H25 -2.978 0.377 5.398
H26 -0.628 -3.400 3.882
H27 -2.010 -3.294 2.750
H28 -2.134 -4.214 4.239
H29 -0.682 -2.148 6.072
H30 -2.089 -3.138 6.465
H31 -2.184 -1.393 6.638
H32 -4.131 -2.026 3.475
H33 -4.247 -1.374 5.121
H34 -4.147 -3.106 4.872
N7 -5.788 -2.661 -3.147
C22 -4.515 -2.566 -2.794
N8 -3.636 -3.467 -3.229
N9 -4.191 -1.539 -1.993
C23 -3.023 -1.352 -1.523
N10 -1.991 -1.076 -1.051
H35 -6.128 -3.375 -3.769
H36 -6.439 -1.974 -2.802
H37 -3.907 -4.215 -3.848
H38 -2.658 -3.380 -3.013

## Properties
- 2S+1 = 5
- ⟨S²⟩ = 6.057
- HOMO (spin up / spin down) (eV) = -15.3 / -16.4
- net charge = +3

Atom charges from the Mulliken analysis, given in e for atoms 1 to 5: 0.82 -1.50 0.96 -1.48 -2.11

---

# 2
Molecular formula: C27H35MgN6O2
Method: DFT, the ωB97M-V functional and the def2-TZVPD basis

Positions of all 71 atoms, in Å:
Mg1 1.448 0.768 -0.043
C1 3.346 -4.700 3.029
C2 2.793 -3.333 2.764
C3 1.480 -2.999 3.105
C4 0.988 -1.717 2.800
C5 -0.416 -1.361 3.000
N1 -1.378 -1.810 2.271
C6 -1.354 -2.913 1.288
C7 -1.618 -2.454 -0.139
C8 -0.415 -1.771 -0.800
N2 -0.570 -1.930 -2.282
C9 -0.913 -1.072 -3.183
C10 -1.099 0.353 -2.919
C11 -2.319 0.959 -3.263
C12 -2.529 2.301 -2.947
C13 -3.797 3.008 -3.316
C14 -1.525 2.982 -2.254
C15 -0.317 2.335 -1.940
C16 0.684 3.101 -1.186
N3 1.139 2.701 -0.046
C17 2.228 3.565 0.434
C18 3.522 2.816 0.777
C19 3.997 1.751 -0.228
N4 3.390 0.459 0.089
C20 3.867 -0.113 1.135
C21 3.042 -1.110 1.831
C22 3.578 -2.375 2.115
C23 1.739 -0.700 2.193
O1 1.276 0.477 1.976
C24 -0.007 1.024 -2.338
O2 1.144 0.479 -2.197
H1 2.664 -5.293 3.648
H2 4.301 -4.629 3.559
H3 3.496 -5.233 2.085
H4 0.842 -3.728 3.595
H5 -0.657 -0.553 3.711
H6 -2.260 -1.304 2.381
H7 -2.155 -3.592 1.601
H8 -0.418 -3.471 1.352
H9 -2.492 -1.791 -0.184
H10 -1.889 -3.351 -0.713
H11 0.534 -2.248 -0.538
H12 -0.403 -0.725 -0.502
H13 -0.255 -2.834 -2.631
H14 -1.034 -1.437 -4.216
H15 -3.092 0.389 -3.768
H16 -4.486 2.344 -3.848
H17 -3.576 3.856 -3.973
H18 -4.305 3.372 -2.417
H19 -1.668 4.014 -1.947
H20 1.004 4.039 -1.671
H21 1.879 4.087 1.333
H22 2.489 4.354 -0.283
H23 3.430 2.391 1.782
H24 4.312 3.574 0.859
H25 5.091 1.671 -0.191
H26 3.742 2.041 -1.252
H27 4.820 0.170 1.612
H28 4.595 -2.602 1.806
C25 -3.838 0.231 -1.201
N5 -3.131 0.796 -0.078
C26 -3.850 1.370 1.032
C27 -1.739 0.779 -0.062
N6 -0.585 0.768 -0.043
H29 -4.936 0.316 -1.062
H30 -3.584 -0.841 -1.306
H31 -3.565 0.780 -2.125
H32 -4.947 1.303 0.873
H33 -3.581 2.441 1.133
H34 -3.600 0.827 1.964
H35 1.448 -1.005 -0.043

## Properties
- HOMO (spin up / spin down) (eV) = -7.8 / -7.8
- net charge = +1

Atom charges from the Mulliken analysis, given in e for atoms 1 to 5: 0.84 -1.60 0.85 -0.87 0.08

---

# 3
Molecular formula: C15H12NO
Method: DFT, the ωB97M-V functional and the def2-TZVPD basis

Positions of all 29 atoms, in Å:
O1 -2.508 -1.833 2.395
C1 -1.589 -1.449 1.281
N1 -0.897 -0.094 1.401
C2 0.085 0.476 0.391
C3 0.818 1.967 0.557
C4 0.621 2.885 1.941
C5 1.386 4.345 2.100
C6 2.377 5.000 0.946
C7 2.527 4.104 -0.451
C8 1.772 2.633 -0.640
C9 0.470 -0.384 -0.959
C10 -0.276 -1.834 -1.170
C11 0.008 -2.741 -2.509
C12 -0.813 -4.182 -2.689
C13 -1.867 -4.777 -1.568
C14 -2.121 -3.871 -0.201
C15 -1.343 -2.430 -0.050
H1 -2.859 -0.970 2.765
H2 -1.120 0.485 2.257
H3 -0.082 2.424 2.773
H4 1.212 4.903 3.132
H5 2.934 6.020 1.094
H6 3.233 4.573 -1.282
H7 1.936 2.060 -1.672
H8 1.237 -0.047 -1.787
H9 0.773 -2.335 -3.302
H10 -0.600 -4.791 -3.671
H11 -2.454 -5.804 -1.671
H12 -2.860 -4.335 0.589

## Properties
- HOMO (eV) = -11.1
- net charge = +1
- SMILES = Oc1[nH+]c(-c2ccccc2)cc2ccccc12

Atom charges from the Mulliken analysis, given in e for atoms 1 to 5: -0.45 0.31 -0.02 0.76 0.36

---

# 4
Molecular formula: C3H8O2
Method: DFT, the ωB97M-V functional and the def2-TZVPD basis

Positions of all 13 atoms, in Å:
C1 0.807 -1.201 -1.731
O1 1.683 -2.110 -1.080
C2 0.225 -0.125 -0.917
C3 0.521 1.238 -1.159
H1 -0.008 -1.870 -2.059
H2 1.327 -0.761 -2.584
H3 2.105 -1.771 -0.293
H4 -0.425 -0.287 -0.061
H5 0.026 1.958 -0.516
H6 1.134 1.593 -1.979
H7 -3.125 1.286 3.712
H8 -2.067 0.775 4.731
O2 -2.204 1.275 3.937

## Properties
- 2S+1 = 2
- ⟨S²⟩ = 0.757
- HOMO (spin up / spin down) (eV) = -14.1 / -14.1
- net charge = +1

Atom charges from the Mulliken analysis, given in e for atoms 1 to 5: -0.21 -0.39 0.14 -0.47 0.29

---

# 5
Molecular formula: C27H45Cl2OPSSc
Method: DFT, the ωB97M-V functional and the def2-TZVPD basis

Positions of all 78 atoms, in Å:
P1 -1.326 -0.337 -0.880
C1 -0.576 -1.777 -1.718
C2 -1.540 -2.355 -2.755
C3 -0.988 -3.678 -3.299
C4 0.458 -3.539 -3.798
C5 1.407 -2.914 -2.768
C6 0.874 -1.579 -2.230
C7 -1.097 1.275 -1.699
C8 -1.743 1.265 -3.078
C9 -1.743 2.694 -3.625
C10 -0.327 3.289 -3.649
C11 0.419 3.183 -2.309
C12 0.371 1.776 -1.701
C13 -3.038 -0.605 -0.224
C14 -3.058 -1.840 0.699
C15 -4.471 -2.060 1.261
C16 -5.003 -0.846 2.038
C17 -4.853 0.450 1.227
C18 -3.451 0.625 0.620
H1 -0.503 -2.488 -0.868
H2 -1.679 -1.637 -3.578
H3 -2.523 -2.520 -2.288
H4 -1.622 -4.038 -4.117
H5 -1.030 -4.436 -2.504
H6 0.837 -4.526 -4.087
H7 0.456 -2.909 -4.698
H8 1.544 -3.599 -1.919
H9 2.391 -2.766 -3.228
H10 1.527 -1.231 -1.411
H11 0.902 -0.825 -3.035
H12 -1.667 1.972 -1.053
H13 -2.388 3.318 -2.994
H14 -2.767 0.875 -3.002
H15 -1.179 0.599 -3.750
H16 -2.167 2.711 -4.633
H17 -0.382 4.343 -3.946
H18 0.256 2.769 -4.421
H19 1.463 3.490 -2.449
H20 -0.024 3.875 -1.577
H21 0.778 1.804 -0.675
H22 1.006 1.087 -2.282
H23 -3.733 -0.746 -1.086
H24 -2.725 -2.740 0.165
H25 -2.347 -1.671 1.521
H26 -5.145 -2.255 0.417
H27 -4.490 -2.949 1.901
H28 -4.471 -0.754 2.994
H29 -6.061 -1.004 2.284
H30 -5.085 1.319 1.856
H31 -5.580 0.450 0.400
H32 -3.422 1.550 0.021
H33 -2.716 0.740 1.435
Sc1 1.527 0.307 3.174
Cl1 0.044 2.120 2.874
Cl2 0.194 -1.609 3.116
C19 2.465 -0.127 1.260
H34 2.425 -1.125 0.795
C20 3.443 0.737 0.736
C21 3.300 2.161 0.998
C22 4.288 3.075 0.645
C23 5.466 2.641 0.014
C24 5.623 1.281 -0.318
C25 4.635 0.353 -0.009
H35 2.360 2.507 1.463
H36 4.138 4.139 0.841
H37 6.533 0.972 -0.847
H38 4.733 -0.692 -0.312
H39 6.240 3.366 -0.245
C26 3.648 0.477 6.965
S1 2.969 -0.761 5.841
C27 1.213 -0.711 6.297
O1 3.031 0.066 4.499
H40 3.924 0.039 7.930
H41 2.894 1.256 7.102
H42 4.541 0.876 6.489
H43 0.851 0.314 6.473
H44 0.614 -1.190 5.501
H45 1.134 -1.305 7.215

## Properties
- HOMO (eV) = -1.5
- net charge = -1

Atom charges from the Mulliken analysis, given in e for atoms 1 to 5: -0.22 0.25 -0.50 -0.91 -0.70

---

# 6
Molecular formula: HO2S
Method: DFT, the ωB97M-V functional and the def2-TZVPD basis

Positions of all 4 atoms, in Å:
O1 -0.715 -1.199 0.111
O2 0.331 0.951 -1.475
S1 -0.319 0.235 0.219
H1 0.703 0.013 1.145

## Properties
- HOMO (eV) = -3.3
- net charge = -1

In elementary charge units, the Mulliken charges are: -0.59 -0.77 0.29 0.07

---

# 7
Molecular formula: C34H35N6O2S3Tc
Method: DFT, the ωB97M-V functional and the def2-TZVPD basis

Positions of all 81 atoms, in Å:
Tc1 0.532 0.585 1.767
C1 -2.487 0.653 3.030
N1 -1.717 0.597 1.772
C2 -2.131 -0.536 0.923
C3 -1.404 -1.773 1.413
N2 0.084 -1.640 1.242
C4 0.423 -2.086 -0.124
C5 0.727 -2.491 2.256
C6 1.103 -3.804 2.005
C7 1.628 -4.587 3.024
C8 1.767 -4.064 4.300
C9 1.398 -2.753 4.550
C10 0.883 -1.958 3.532
S1 0.450 -0.287 3.897
C11 -1.663 1.920 1.160
C12 -2.655 2.656 0.489
C13 -2.200 3.833 -0.170
C14 -0.919 4.290 -0.076
C15 0.064 3.672 0.877
C16 -0.385 2.330 1.289
S2 1.430 2.399 3.106
H1 -3.534 0.876 2.806
H2 -2.074 1.435 3.662
H3 -2.417 -0.292 3.562
H4 -1.873 -0.321 -0.114
H5 -3.214 -0.690 0.971
H6 -1.747 -2.664 0.879
H7 -1.601 -1.922 2.473
H8 0.109 -3.118 -0.284
H9 1.496 -2.006 -0.279
H10 -0.100 -1.475 -0.852
H11 1.004 -4.240 1.023
H12 1.927 -5.604 2.814
H13 2.174 -4.671 5.097
H14 1.523 -2.326 5.537
H15 -3.684 2.333 0.411
H16 -2.905 4.392 -0.772
H17 -0.630 5.203 -0.581
H18 0.117 4.322 1.762
O1 2.561 0.518 1.365
N3 3.291 1.617 1.480
C17 4.603 1.520 1.321
C18 5.437 2.589 1.592
C19 4.898 3.780 2.137
C20 3.563 3.900 2.295
C21 2.602 2.868 1.828
S3 1.806 3.619 0.285
H19 4.957 0.541 1.030
H20 6.499 2.469 1.441
H21 5.557 4.583 2.435
H22 3.109 4.787 2.715
C22 -2.557 -4.137 -1.492
C23 -2.218 -2.966 -2.374
C24 -2.948 -1.783 -2.318
C25 -2.690 -0.730 -3.185
C26 -1.669 -0.837 -4.121
N4 -1.424 0.189 -5.082
C27 -1.608 1.541 -4.850
O2 -2.052 2.298 -5.681
N5 -1.220 1.976 -3.589
C28 -0.133 1.428 -2.870
C29 1.064 1.072 -3.469
C30 2.062 0.552 -2.663
C31 1.844 0.433 -1.304
N6 0.695 0.784 -0.712
C32 -0.269 1.255 -1.502
C33 -0.906 -1.998 -4.163
C34 -1.187 -3.051 -3.308
H23 -3.308 -3.870 -0.747
H24 -1.678 -4.522 -0.970
H25 -2.960 -4.961 -2.083
H26 -3.769 -1.698 -1.614
H27 -3.301 0.163 -3.155
H28 -1.642 -0.051 -6.038
H29 -1.428 2.951 -3.433
H30 1.205 1.199 -4.535
H31 3.015 0.255 -3.078
H32 2.613 0.041 -0.657
H33 -1.209 1.525 -1.049
H34 -0.103 -2.077 -4.886
H35 -0.600 -3.960 -3.375

## Properties
- 2S+1 = 4
- ⟨S²⟩ = 3.836
- HOMO (spin up / spin down) (eV) = -9.6 / -10.3
- net charge = +1

Atom charges from the Mulliken analysis, given in e for atoms 1 to 5: -0.78 -1.57 1.32 0.66 -1.68

---

# 8
Molecular formula: C3H14NO2S
Method: DFT, the ωB97M-V functional and the def2-TZVPD basis

Positions of all 21 atoms, in Å:
C1 1.600 -1.450 -1.099
C2 0.302 -1.062 -0.384
C3 -0.202 0.622 -0.655
S1 -1.535 1.134 0.329
N1 0.463 -1.128 1.018
H1 1.351 -1.377 -2.159
H2 2.512 -0.858 -1.035
H3 1.857 -2.435 -0.717
H4 -0.476 -1.687 -0.811
H5 -0.543 0.463 -1.685
H6 0.675 1.270 -0.761
H7 11.889 0.172 0.622
H8 12.659 -1.944 1.566
H9 -0.186 -1.685 1.559
H10 0.611 -0.224 1.446
H11 1.180 3.058 1.932
H12 0.328 2.057 1.251
O1 1.253 2.199 1.495
H13 -3.682 -1.682 -1.743
H14 -3.083 -0.512 -0.883
O2 -2.875 -1.290 -1.396

## Properties
- HOMO (eV) = -10.9
- net charge = +1

Atom charges from the Mulliken analysis, given in e for atoms 1 to 5: -1.25 0.58 -1.02 0.06 -0.42

---

# 9
Molecular formula: C23H28N2O3
Method: DFT, the ωB97M-V functional and the def2-TZVPD basis

Positions of all 56 atoms, in Å:
C1 -4.711 -1.971 0.734
H1 -4.503 -2.835 1.373
O1 -3.832 -1.925 -0.365
C2 -2.495 -1.877 -0.123
C3 -1.915 -1.719 1.131
C4 -0.538 -1.732 1.257
C5 0.288 -1.887 0.152
C6 -0.299 -2.037 -1.103
C7 -1.669 -2.026 -1.239
H2 -2.131 -2.157 -2.204
H3 0.317 -2.204 -1.973
C8 1.753 -2.068 0.378
O2 2.153 -2.769 1.296
N1 2.605 -1.477 -0.493
C9 2.268 -0.400 -1.397
H4 1.302 0.017 -1.110
C10 3.346 0.692 -1.366
H5 4.125 0.467 -2.097
H6 2.888 1.637 -1.653
C11 4.011 0.804 0.008
C12 4.715 -0.527 0.339
C13 4.025 -1.708 -0.358
H7 4.161 -2.624 0.219
H8 4.437 -1.856 -1.361
H9 5.757 -0.493 0.020
H10 4.703 -0.686 1.418
C14 3.037 1.188 1.131
C15 2.322 2.528 0.889
C16 1.002 2.354 0.155
O3 0.845 2.644 -1.011
N2 0.031 1.835 0.956
C17 -1.324 1.638 0.652
C18 -2.233 1.623 1.705
C19 -3.582 1.474 1.445
C20 -4.028 1.319 0.145
C21 -3.125 1.295 -0.911
C22 -1.774 1.460 -0.650
H11 -1.065 1.466 -1.462
C23 -3.612 1.068 -2.308
H12 -3.973 0.044 -2.404
H13 -4.439 1.737 -2.541
H14 -2.815 1.227 -3.028
H15 -5.084 1.208 -0.055
H16 -4.288 1.485 2.264
H17 -1.884 1.743 2.721
H18 0.261 1.718 1.934
H19 2.959 3.188 0.299
H20 2.124 3.016 1.846
H21 2.303 0.394 1.277
H22 3.618 1.268 2.053
H23 4.766 1.596 -0.049
H24 2.179 -0.782 -2.423
H25 -0.088 -1.643 2.235
H26 -2.523 -1.600 2.014
H27 -5.709 -2.070 0.308
H28 -4.660 -1.055 1.328

## Properties
- HOMO (eV) = -8.4
- SMILES = COc1ccc(C(=O)N2CCC(CCC(=O)Nc3cccc(C)c3)CC2)cc1

Atom charges from the Mulliken analysis, given in e for atoms 1 to 5: -0.82 0.36 -0.41 0.42 -0.42

---

# 10
Molecular formula: C7H15N
Method: DFT, the ωB97M-V functional and the def2-TZVPD basis

Positions of all 23 atoms, in Å:
C1 -2.195 2.476 0.678
C2 -1.636 1.063 0.842
C3 -0.182 0.935 0.393
C4 0.243 -0.455 -0.060
C5 -0.481 -1.165 -0.908
N1 -0.148 -2.491 -1.299
C6 1.509 -1.027 0.519
C7 2.726 -0.725 -0.339
H1 -1.391 3.203 0.831
H2 -2.588 2.626 -0.328
H3 -3.029 2.656 1.370
H4 -2.233 0.416 0.190
H5 -1.789 0.599 1.824
H6 0.054 1.648 -0.402
H7 0.494 1.223 1.204
H8 -1.362 -0.765 -1.414
H9 -0.928 -2.932 -1.769
H10 0.658 -2.576 -1.907
H11 1.416 -2.093 0.748
H12 1.674 -0.582 1.510
H13 2.600 -1.106 -1.349
H14 3.605 -1.260 0.018
H15 2.985 0.332 -0.351

## Properties
- HOMO (eV) = -8.2
- SMILES = CCC/C(=C/N)CC

Atom charges from the Mulliken analysis, given in e for atoms 1 to 5: -1.25 -0.28 -0.76 0.20 -0.20

---

# 11
Molecular formula: C4H4ClNOS
Method: DFT, the ωB97M-V functional and the def2-TZVPD basis

Positions of all 12 atoms, in Å:
C1 0.404 1.439 1.330
C2 -1.033 1.126 1.178
C3 0.022 -1.106 -0.096
C4 0.964 -1.461 -1.214
N1 1.284 0.689 0.897
O1 -2.570 -0.522 -0.164
S1 -1.236 0.028 -0.123
Cl1 0.615 -0.521 -2.667
H1 0.555 2.467 1.821
H2 -2.017 1.593 1.361
H3 0.999 -2.509 -1.477
H4 2.013 -1.222 -0.847

## Properties
- HOMO (spin up / spin down) (eV) = -9.0 / -9.0

Atom charges from the Mulliken analysis, given in e for atoms 1 to 5: 0.16 -0.38 -0.18 -0.21 -0.54